[1]
A cluster of 3 separate species, C4H14NO2 in total, computed with ωB97M-V/def2-TZVPD.

Structure (XYZ):
```
21
Properties=species:S:1:pos:R:3:forces:R:3:mulliken_charge:R:1
C 0.633 1.196 1.370 0.8 0.1 -0.4 -1.1566
C 1.528 0.874 0.158 -1.5 -1.2 0.1 -0.3907
C 0.822 0.151 -0.967 -0.3 -0.8 -0.3 0.5146
C 1.238 -0.002 -2.211 0.4 0.2 0.7 -1.0609
N -0.386 -0.639 -0.589 -0.4 -0.2 -0.1 -0.1754
H 0.116 0.301 1.707 0.1 -0.1 0.3 0.2883
H 1.315 1.543 2.148 -0.4 0.0 0.2 0.3664
H -0.121 1.940 1.167 -0.1 0.4 -0.1 0.3146
H 2.005 1.736 -0.259 0.5 0.5 -0.1 0.4282
H 2.243 0.131 0.496 0.6 0.2 0.1 0.2636
H 2.126 0.535 -2.449 0.5 0.3 -0.4 0.2799
H 0.882 -0.696 -2.954 -0.5 0.0 0.0 0.3041
H -0.915 -0.821 -1.438 -0.1 0.1 -0.1 0.3925
H -0.997 -0.069 0.003 -0.1 0.2 -0.1 0.2548
H -0.292 -1.582 -0.136 0.5 0.4 0.1 0.4327
H -1.195 -2.625 1.624 -0.1 -0.1 0.1 0.3280
H -0.297 -3.779 1.193 0.1 0.0 -0.1 0.3241
O -0.760 -3.004 0.853 0.0 0.2 0.1 -0.6882
H -2.537 2.362 -0.021 0.3 0.1 -0.2 0.3080
H -3.071 1.028 0.395 -0.1 -0.1 -0.1 0.3129
O -2.336 1.421 -0.092 -0.3 -0.1 0.3 -0.6410
```
Positions in Å, forces in eV/Å.

Its spin multiplicity is 1. As for the electronic energy: -365.78834 a.u. As for the LUMO energy: -3.100 eV. Its net charge is +1. As for the molecular weight: 108.2 Da. The calculation puts the energy relative to the best compared isomer or geometry (same formula, charge and spin) at 26.6 kcal per mole.

***

[2]
A cluster of 3 separate species, C4H14NO2 in total, computed with ωB97M-V/def2-TZVPD.

Structure (XYZ):
```
21
Properties=species:S:1:pos:R:3:forces:R:3:mulliken_charge:R:1
C 1.536 -1.633 -0.732 -0.6 0.3 0.0 -0.9747
C 0.757 -0.728 -1.711 -0.2 0.2 1.3 -0.6797
C -0.689 -0.496 -1.214 0.7 -0.3 -1.3 -0.6707
C -1.477 0.278 0.970 -1.3 -0.2 -1.2 -0.2657
N -0.628 0.287 0.027 1.1 -1.4 1.4 0.1871
H 2.096 -2.391 -1.237 0.4 -0.4 -0.4 0.3459
H 2.230 -1.064 -0.120 0.0 0.0 0.2 0.3009
H 0.825 -2.163 -0.094 0.2 0.0 0.2 0.2768
H 1.196 0.268 -1.669 0.3 0.1 -0.7 0.3744
H 0.773 -1.130 -2.718 -0.2 0.2 -0.1 0.3954
H -1.223 0.050 -1.992 -0.3 0.0 0.3 0.3362
H -1.128 -1.467 -1.011 -0.5 0.1 0.0 0.4032
H -1.353 0.751 1.929 0.5 0.0 0.0 0.3219
H -2.409 -0.224 0.717 -0.2 0.3 0.3 0.3123
H 0.333 0.416 0.343 0.1 1.0 -0.1 0.3051
H 0.514 -0.975 3.147 0.1 -0.1 0.1 0.3049
H 1.243 0.369 3.215 0.1 -0.1 0.0 0.3044
O 0.843 -0.256 2.598 -0.1 0.2 0.0 -0.5899
H -0.818 3.155 -0.859 -0.2 0.5 0.1 0.2959
H -1.457 3.901 0.376 0.1 0.3 -0.3 0.3017
O -1.164 3.055 0.033 0.0 -0.7 0.2 -0.5855
```
Positions in Å, forces in eV/Å.

Its spin multiplicity is 1. As for the electronic energy: -365.76529 a.u. As for the LUMO energy: -4.511 eV. Its net charge is +1. As for the molecular weight: 108.2 Da. The calculation puts the energy relative to the best compared isomer or geometry (same formula, charge and spin) at 41.1 kcal per mole.

***

[3]
A cluster of 2 separate species, C4H14NO2 in total, computed with ωB97M-V/def2-TZVPD.

Structure (XYZ):
```
21
Properties=species:S:1:pos:R:3:forces:R:3:mulliken_charge:R:1
C 0.599 0.176 -0.805 0.0 -1.1 -0.6 -0.5082
C -0.247 -1.052 -1.058 -0.8 -2.1 0.9 -0.6962
C -1.518 -1.234 -0.155 0.2 1.0 -1.1 -0.5340
C -2.654 -0.196 -0.436 1.4 -0.1 -0.1 -0.4376
O -2.266 0.605 -1.538 0.2 0.2 -0.9 -0.5102
N 1.419 0.007 0.460 0.5 1.5 0.5 -0.2912
H -0.106 1.044 -0.775 1.1 -0.4 0.3 0.3502
H 1.327 0.233 -1.625 -0.2 0.4 0.3 0.3056
H -0.497 -0.984 -2.109 -0.4 -0.1 -0.1 0.3395
H 0.211 -2.096 -0.925 0.5 1.8 -0.3 0.3544
H -1.256 -1.103 0.898 0.1 -0.5 0.0 0.2642
H -1.859 -2.251 -0.360 -0.1 0.1 0.4 0.3438
H -3.548 -0.761 -0.649 -0.6 0.3 0.3 0.3701
H -2.661 0.483 0.414 -0.9 -0.3 0.3 0.2655
H -2.996 1.059 -1.983 0.0 -0.3 0.4 0.3044
H 0.953 0.420 1.254 -0.8 -0.5 0.7 0.3619
H 2.224 0.625 0.480 0.7 0.3 -0.5 0.3640
H 1.817 -0.904 0.709 -0.7 -0.2 -0.4 0.3394
H 3.184 2.461 2.989 -0.6 -1.8 -0.7 0.3393
H 4.396 1.886 2.631 0.6 -1.1 -0.5 0.3262
O 3.479 1.583 2.584 -0.2 2.8 0.9 -0.6510
```
Positions in Å, forces in eV/Å.

Its spin multiplicity is 1. As for the electronic energy: -365.76400 a.u. As for the LUMO energy: -3.266 eV. Its net charge is +1. As for the molecular weight: 108.2 Da. The calculation puts the energy relative to the best compared isomer or geometry (same formula, charge and spin) at 41.9 kcal per mole.

***

[4]
A cluster of 2 separate species, C4H14NO2 in total, computed with ωB97M-V/def2-TZVPD.

Structure (XYZ):
```
21
Properties=species:S:1:pos:R:3:forces:R:3:lowdin_spin:R:1
C 0.860 0.073 1.755 -1.8 0.8 -0.2 0.1567
O -0.208 0.061 2.670 0.4 -0.2 -0.2 0.6815
C 0.374 0.622 0.400 -0.2 -1.3 -0.8 0.0099
C 1.297 0.182 -0.767 0.2 1.0 0.6 0.0023
C 1.308 1.257 -1.842 0.0 0.6 -0.8 0.0010
N -0.994 -0.003 0.102 0.1 0.6 0.7 0.0024
H 1.605 0.675 2.337 0.6 -0.1 -0.4 0.0739
H 1.250 -0.964 1.652 0.4 0.0 0.4 0.0649
H 0.021 -0.326 3.552 0.0 0.0 0.1 0.0030
H 0.202 1.689 0.325 0.2 0.3 0.6 0.0042
H 2.320 0.120 -0.406 0.1 -0.3 0.2 -0.0001
H 0.966 -0.802 -1.091 0.2 -0.1 -0.3 0.0000
H 2.109 1.126 -2.556 0.2 -0.5 -0.2 0.0001
H 0.399 1.349 -2.442 -0.1 -0.2 0.2 0.0000
H 1.537 2.256 -1.459 -0.2 -0.1 0.4 0.0002
H -1.016 -1.013 0.270 0.0 -0.1 -0.4 0.0003
H -1.273 0.130 -0.882 0.1 -0.3 -0.1 -0.0002
H -1.724 0.422 0.682 -0.2 0.0 -0.1 -0.0003
H -1.822 -2.094 -2.671 0.0 0.1 -0.1 0.0000
H -2.733 -2.197 -1.461 -0.2 0.0 -0.1 0.0000
O -2.039 -1.646 -1.844 0.1 -0.1 0.3 0.0002
```
Positions in Å, forces in eV/Å.

Its spin multiplicity is 2. As for the electronic energy: -365.25678 a.u. As for the LUMO energy (spin up / spin down): -7.907 / -14.737 eV. Its net charge is +2. As for the molecular weight: 108.2 Da. The calculation puts the energy relative to the best compared isomer or geometry (same formula, charge and spin) at 28.8 kcal per mole.

***

[5]
A cluster of 3 separate species, C4H14NO2 in total, computed with ωB97M-V/def2-TZVPD.

Structure (XYZ):
```
21
Properties=species:S:1:pos:R:3:forces:R:3:lowdin_spin:R:1
C -0.375 -1.277 0.481 -1.6 -0.8 -1.0 0.0330
N -0.281 0.148 -0.087 -0.1 -1.0 2.4 0.0060
C -0.189 0.122 -1.570 -0.5 1.1 0.4 0.1259
C 0.062 -1.378 -1.938 -3.2 -1.3 0.8 0.3178
C -0.600 -2.122 -0.803 1.4 1.8 -0.2 0.1813
H 0.535 -1.602 0.960 0.6 0.2 0.0 0.0068
H -1.186 -1.468 1.217 0.4 0.9 -0.5 -0.0005
H 0.579 0.507 0.344 0.0 1.0 -0.1 0.0000
H -1.086 0.657 0.349 0.7 0.1 -0.5 0.0016
H 0.619 0.788 -1.881 -0.3 0.0 0.0 -0.0003
H -1.190 0.526 -1.926 0.9 -0.9 -0.5 0.0396
H -0.200 -1.877 -2.941 0.4 0.4 0.8 0.0554
H 1.132 -1.297 -2.051 1.7 -0.1 -0.6 0.1076
H -0.345 -3.162 -0.651 0.6 -1.0 -0.7 0.0508
H -1.655 -2.316 -1.026 -0.9 0.0 0.1 0.0693
H 2.429 2.392 1.301 0.2 0.2 -0.2 0.0000
H 2.792 2.632 -0.200 0.1 0.1 0.3 0.0000
O 2.101 2.319 0.397 -0.5 -0.6 -0.2 0.0045
H -1.277 0.965 3.568 0.2 0.1 -0.7 0.0000
H -1.363 2.125 2.567 0.2 -0.3 0.1 0.0000
O -1.068 1.200 2.639 -0.3 0.2 0.2 0.0012
```
Positions in Å, forces in eV/Å.

Its spin multiplicity is 2. As for the electronic energy: -365.23018 a.u. As for the LUMO energy (spin up / spin down): -7.050 / -15.325 eV. Its net charge is +2. As for the molecular weight: 108.2 Da. The calculation puts the energy relative to the best compared isomer or geometry (same formula, charge and spin) at 45.5 kcal per mole.

***

[6]
A cluster of 3 separate species, C4H14NO2S in total, computed with ωB97M-V/def2-TZVPD.

Structure (XYZ):
```
22
Properties=species:S:1:pos:R:3:forces:R:3:mulliken_charge:R:1
C 0.470 -1.661 0.679 -1.0 2.3 2.2 -0.3360
C -1.098 -1.578 0.736 1.8 0.4 0.1 -0.8011
S -1.785 -0.346 -0.344 -0.4 0.8 -0.7 -0.6292
C 1.084 -0.303 1.249 1.2 -3.0 0.9 -0.8870
N 2.499 -0.121 0.985 0.5 1.4 -1.0 -0.4396
C 2.703 -0.105 -0.475 1.6 -2.0 0.4 -0.7252
H 0.692 -1.805 -0.363 0.4 -0.4 -0.3 0.3160
H 0.781 -2.482 1.395 0.1 0.6 -1.1 0.2365
H -1.260 -2.569 0.398 -1.5 -1.1 0.0 0.3223
H -1.468 -1.339 1.735 0.2 -0.7 0.2 0.2690
H 1.051 -0.410 2.321 -0.4 -0.1 0.7 0.4286
H 0.593 0.604 1.070 -1.1 1.0 -1.0 0.3985
H 3.104 -0.791 1.460 -0.5 0.1 -0.5 0.2950
H 3.644 0.310 -0.864 -0.3 0.5 0.6 0.3124
H 2.783 -1.152 -0.768 0.0 -0.3 -0.5 0.3553
H 1.875 0.237 -1.050 -0.7 0.8 0.0 0.0401
H -1.918 1.826 1.170 0.5 0.2 -0.2 0.2758
H -2.733 2.869 0.529 0.5 0.2 0.3 0.3099
O -1.942 2.805 1.098 -0.9 -0.5 -0.2 -0.6633
H 0.046 0.853 -2.159 -0.3 -0.3 0.1 0.2635
H -0.724 1.444 -3.342 1.3 -0.8 0.4 0.3102
O 0.149 1.028 -3.107 -1.1 0.9 -0.5 -0.6516
```
Positions in Å, forces in eV/Å.

Its spin multiplicity is 1. As for the electronic energy: -764.22802 a.u. As for the LUMO energy: 3.740 eV. Its net charge is -1. As for the molecular weight: 140.2 Da. The calculation puts the energy relative to the best compared isomer or geometry (same formula, charge and spin) at 28.4 kcal per mole.

***

[7]
A cluster of 3 separate species, C4H14NO3 in total, computed with ωB97M-V/def2-TZVPD.

Structure (XYZ):
```
22
Properties=species:S:1:pos:R:3:forces:R:3:mulliken_charge:R:1
C -0.332 1.301 -1.690 -0.9 0.3 -1.4 -0.9253
N 0.480 0.104 -1.538 -0.5 -0.1 0.1 -0.6206
C -0.453 -0.936 -1.066 0.5 0.1 0.4 -0.5248
C 0.262 -2.207 -0.559 -1.4 1.4 -0.3 -0.7480
C 0.782 -1.991 0.883 -0.6 -0.7 -0.3 -0.5605
O -0.277 -1.589 1.757 0.7 0.1 -0.3 -0.6258
H -1.134 1.212 -2.449 0.1 -0.7 0.1 0.3494
H -0.847 1.558 -0.779 0.0 0.2 0.2 0.2937
H 0.178 2.160 -2.112 0.7 0.2 0.5 0.2598
H 0.973 0.318 -0.664 0.3 0.0 -0.1 0.4916
H -0.959 -0.520 -0.184 -0.4 -0.2 -0.2 0.3276
H -1.221 -1.139 -1.826 0.3 -0.1 0.0 0.4468
H 0.955 -2.538 -1.331 0.5 -0.1 0.3 0.4056
H -0.567 -2.922 -0.530 0.3 -0.4 0.3 0.2964
H 1.521 -1.201 0.995 0.5 -0.2 -0.6 0.2820
H 1.194 -2.978 1.137 0.1 0.2 0.7 0.3264
H 1.205 1.167 1.841 -0.2 0.0 -0.1 0.0803
H -0.117 -0.576 1.757 -0.2 -0.3 0.0 0.4417
O 0.477 0.891 1.269 -0.1 0.3 0.2 -0.9575
H -0.359 2.563 0.720 0.5 -0.1 0.2 0.3445
H -1.644 3.369 0.703 -0.1 0.1 0.0 0.2971
O -0.718 3.445 0.464 -0.1 0.1 0.2 -0.6805
```
Positions in Å, forces in eV/Å.

Its spin multiplicity is 1. As for the electronic energy: -441.28531 a.u. As for the LUMO energy: 4.071 eV. Its net charge is -1. As for the molecular weight: 124.2 Da. The calculation puts the energy relative to the best compared isomer or geometry (same formula, charge and spin) at 21.0 kcal per mole.

***

[8]
A cluster of 3 separate species, C4H14NO3 in total, computed with ωB97M-V/def2-TZVPD.

Structure (XYZ):
```
22
Properties=species:S:1:pos:R:3:forces:R:3:lowdin_spin:R:1
C 0.505 -0.618 -2.009 -1.9 1.4 -0.7 0.0004
C -0.131 -0.828 -0.631 -2.5 -1.7 0.3 0.0026
C 0.873 -1.457 0.358 -0.7 1.1 2.5 0.0060
N -0.778 0.485 -0.176 2.4 1.1 2.4 -0.0019
C 0.326 1.261 0.707 -3.7 -2.3 0.2 0.0867
O 0.418 0.958 2.067 0.2 0.1 -1.5 0.8315
H 1.465 -0.084 -1.899 0.3 -1.2 -0.4 0.0003
H 0.339 -1.569 -2.621 1.2 1.5 0.7 0.0000
H -0.096 0.231 -2.499 0.5 -1.7 0.3 0.0000
H -1.023 -1.610 -0.783 1.7 1.8 0.4 0.0009
H 1.641 -0.741 0.620 0.4 0.4 -0.2 0.0014
H 0.535 -1.747 1.419 -0.3 0.2 -1.7 0.0024
H 1.460 -2.253 0.007 0.3 -1.4 -1.0 0.0009
H -1.614 0.424 0.435 0.8 -0.6 -0.6 -0.0005
H 1.185 1.067 0.155 1.9 0.3 -0.5 0.0178
H 0.103 2.300 0.798 -0.3 1.2 -0.5 0.0438
H -2.261 2.516 -2.698 0.1 0.0 -0.1 0.0000
H -1.228 1.829 -1.800 -0.1 -0.2 -0.3 -0.0001
O -1.395 2.093 -2.726 -0.1 0.2 0.4 -0.0001
H 0.314 -0.950 4.458 -1.2 0.1 -1.4 -0.0004
H -0.243 -0.267 3.060 -0.3 -2.2 2.4 -0.0018
O -0.393 -1.040 3.755 1.3 1.9 -0.7 0.0099
```
Positions in Å, forces in eV/Å.

Its spin multiplicity is 2. As for the electronic energy: -441.13674 a.u. As for the LUMO energy (spin up / spin down): 0.715 / -2.507 eV. As for the molecular weight: 124.2 Da. The calculation puts the energy relative to the best compared isomer or geometry (same formula, charge and spin) at 59.1 kcal per mole.